(1)
14
Properties=species:S:1:pos:R:3:nbo_charge:R:1 method="wB97M-V/def2-TZVPD" fmax_ev_per_a=3.5 mol_weight_g_mol=106.170 total_charge=+1 gap_ev=9.28 homo_ev=-14.2601
C 1.6181 0.7796 -1.5558 -0.098
C 0.2948 0.3086 -1.1889 0.295
C -1.7179 -1.2779 -0.7307 -0.739
N 1.1639 0.1484 1.5768 -1.105
O 1.1708 -0.5895 -1.4254 -0.342
S -1.3366 0.4819 -1.0574 0.595
H 1.7650 1.2475 -2.4936 0.229
H 2.3410 1.2688 -0.8655 0.255
H -2.6068 -1.6720 -1.0914 0.269
H -1.6749 -1.2679 0.3336 0.243
H -0.8511 -1.9777 -0.9658 0.264
H 0.6892 0.8385 2.2277 0.392
H 2.1007 -0.0746 1.8642 0.385
H 0.6973 -0.7065 1.5661 0.356

---

(2)
14
Properties=species:S:1:pos:R:3:nbo_charge:R:1 method="wB97M-V/def2-TZVPD" fmax_ev_per_a=4.9 mol_weight_g_mol=106.170 total_charge=+1 gap_ev=9.46 homo_ev=-13.5671 smiles="[NH3+][C@H](C=O)CS"
O -1.7216 -1.8236 0.4982 -0.478
C -0.5918 -1.5082 0.2054 0.407
C -0.0441 -0.1860 -0.3355 -0.195
C 0.8153 0.4794 0.6906 -0.566
S 2.6201 0.1666 0.5280 0.025
N -1.3458 0.5923 -0.5936 -0.712
H 0.2348 -2.3702 0.4121 0.177
H 0.6602 -0.1600 -1.1965 0.284
H 0.6606 1.5505 0.7782 0.250
H 0.5802 0.0474 1.7177 0.260
H 2.9995 0.9828 -0.5292 0.151
H -2.0002 0.2512 0.1126 0.469
H -1.1758 1.6327 -0.6645 0.458
H -1.6913 0.3450 -1.6236 0.470

---

(3)
14
Properties=species:S:1:pos:R:3:nbo_charge:R:1 method="wB97M-V/def2-TZVPD" fmax_ev_per_a=2.8 mol_weight_g_mol=106.170 total_charge=+1 gap_ev=8.55 homo_ev=-13.1863
C -2.9788 -0.0394 1.0387 -0.450
C -1.9623 -0.6580 0.5171 0.482
C 1.9114 0.8933 -0.2764 -0.185
N -1.0191 -1.0591 -0.2713 -0.678
O 0.8468 0.8324 -1.1635 -0.726
S 2.2384 -0.7186 0.5416 -0.074
H -4.0491 0.0390 0.6180 0.330
H -2.6970 0.2031 2.0785 0.298
H 2.6806 1.3450 -0.8601 0.213
H 1.5881 1.6389 0.3533 0.198
H -0.4462 -0.2529 -0.7566 0.485
H -0.7375 -2.0459 -0.2493 0.459
H 3.5156 -0.7211 0.4515 0.154
H 1.1089 0.5433 -2.0215 0.495

---

(4)
13
Properties=species:S:1:pos:R:3:nbo_charge:R:1 method="wB97M-V/def2-TZVPD" fmax_ev_per_a=2.6 mol_weight_g_mol=89.078 total_charge=0 gap_ev="7.32 / 7.35" homo_ev="-7.9340 / -7.7363"
C -0.2582 0.2715 -0.3366 -0.017
C -1.4527 -0.4930 0.0785 -0.743
C 0.2036 1.3272 0.5856 -0.747
N 2.3894 -2.0313 -1.6763 -1.090
P 1.5228 -0.9630 -0.8306 0.958
H -1.6199 -1.3631 -0.5524 0.224
H -2.3073 0.1783 -0.0334 0.244
H -1.4257 -0.8012 1.1275 0.208
H -0.2779 2.2546 0.2709 0.252
H 1.2761 1.4823 0.4958 0.236
H -0.0569 1.1479 1.6316 0.194
H 2.0880 -2.9969 -1.5974 0.359
H 2.2285 0.1827 -1.2225 -0.079

---

(5)
13
Properties=species:S:1:pos:R:3:nbo_charge:R:1 method="wB97M-V/def2-TZVPD" fmax_ev_per_a=4.7 mol_weight_g_mol=89.078 total_charge=0 gap_ev=8.38 homo_ev=-8.8708
C 1.3787 0.3163 -0.2266 -0.626
C -1.1268 0.4227 -0.6534 -0.666
C -0.0118 0.4471 0.3731 0.050
N -0.1297 -0.3649 1.4919 -0.831
P -1.2109 -1.4859 1.6618 0.749
H 1.4426 -0.6185 -0.7835 0.200
H 1.5885 1.1393 -0.9020 0.214
H 2.1254 0.3014 0.5623 0.227
H -2.0847 0.5683 -0.1587 0.216
H -1.1414 -0.5441 -1.1572 0.204
H -0.9884 1.2078 -1.3941 0.224
H -0.0368 1.9287 0.7975 0.124
H -0.6851 -1.9825 2.8877 -0.085

---

(6)
14
Properties=species:S:1:pos:R:3:nbo_charge:R:1 method="wB97M-V/def2-TZVPD" fmax_ev_per_a=3.7 mol_weight_g_mol=121.145 total_charge=0 gap_ev=8.61 homo_ev=-7.8081
C 0.5602 -0.8825 -1.5931 -0.093
C -0.5511 0.7771 2.8865 -0.423
C 0.1066 0.5302 1.7632 -0.460
N 0.9077 -0.6024 -2.9038 -0.801
P -0.5630 0.8485 0.0645 0.368
S -0.3836 -2.3505 -1.6415 0.018
H -0.1854 0.3920 3.8356 0.206
H -1.5094 1.2645 2.7731 0.196
H -0.4222 -2.5556 -0.4248 0.115
H 1.1924 -0.0215 1.7840 0.218
H 1.2137 0.3055 -3.2516 0.404
H 0.5289 -1.2312 -3.5685 0.356
H 0.4979 1.5894 -0.2733 -0.040
H -1.3927 1.9364 0.5496 -0.064

---

(7)
14
Properties=species:S:1:pos:R:3:nbo_charge:R:1 method="wB97M-V/def2-TZVPD" fmax_ev_per_a=3.9 mol_weight_g_mol=121.145 total_charge=0 gap_ev=7.51 homo_ev=-7.4445
C 2.1068 0.2626 -0.5311 -0.340
C -0.2650 -1.4005 0.2443 -0.705
C -0.0986 -0.4698 -0.8853 -0.397
N -1.4119 1.0478 0.9405 -1.163
P -1.3462 0.9132 -0.7372 0.745
S 3.0297 -0.3569 0.6024 0.079
H 2.3926 1.0794 -1.1285 0.158
H -1.2168 -1.9548 0.4900 0.231
H 0.4185 -2.1663 0.0279 0.222
H 0.0596 -0.8605 1.1419 0.244
H 0.1485 -0.8376 -1.8143 0.198
H -0.9373 1.7424 1.5036 0.400
H -2.3464 0.8843 1.2148 0.386
H -0.5334 2.1168 -1.0691 -0.059

---

(8)
13
Properties=species:S:1:pos:R:3:nbo_charge:R:1 method="wB97M-V/def2-TZVPD" fmax_ev_per_a=4.3 mol_weight_g_mol=90.171 total_charge=+1 gap_ev=10.13 homo_ev=-14.0293 smiles=[NH3+]C1(S)CC1
C 0.5173 -1.1039 -0.1844 -0.397
C 0.0708 -0.9067 1.2696 -0.423
C -0.5289 -0.0378 0.2320 -0.086
N -0.0255 1.3814 0.2620 -0.699
S -2.2076 -0.1238 -0.3955 0.046
H 1.4346 -0.6275 -0.4565 0.212
H 0.3474 -1.9669 -0.8017 0.263
H -0.5993 -1.8440 1.6453 0.290
H 0.7823 -0.3258 1.9534 0.238
H 0.7907 1.4845 -0.2627 0.446
H 0.2434 1.8032 1.1542 0.440
H -0.9420 1.9490 0.0633 0.483
H -1.8034 -1.1124 -1.3498 0.187

---

(9)
12
Properties=species:S:1:pos:R:3:nbo_charge:R:1 method="wB97M-V/def2-TZVPD" fmax_ev_per_a=2.0 mol_weight_g_mol=60.096 total_charge=0 gap_ev=10.81 homo_ev=-9.8317
C 0.9639 -1.3108 -0.1850 -0.607
C -0.2141 -0.4464 0.2953 -0.511
C 0.2244 0.9088 0.7705 0.450
O -0.2801 1.9648 0.4719 -0.524
H 1.7868 -1.3269 0.5380 0.208
H 1.3793 -0.9703 -1.1413 0.215
H 0.6221 -2.3367 -0.3157 0.219
H -2.1180 1.7661 -1.8993 -0.039
H -1.0100 -0.3743 -0.4706 0.233
H 1.0639 0.8993 1.5026 0.099
H -0.6355 -0.8346 1.2439 0.226
H -1.8800 2.0483 -1.1776 0.031

---

(10)
12
Properties=species:S:1:pos:R:3:nbo_charge:R:1 method="wB97M-V/def2-TZVPD" fmax_ev_per_a=2.7 mol_weight_g_mol=60.096 total_charge=0 gap_ev=10.04 homo_ev=-9.1097 smiles="C=CC.O"
C 0.0109 -1.7192 -1.1099 -0.648
C 0.6850 -0.6612 -0.2134 -0.204
C 0.6124 0.6444 -0.3454 -0.373
H -0.6055 -2.3466 -0.4969 0.213
H -0.4568 -1.2704 -2.0056 0.209
H 0.8721 -2.2448 -1.5266 0.214
H 1.1584 -1.1330 0.6465 0.183
H 1.1371 1.3016 0.3381 0.203
H 0.3567 1.1630 -1.2496 0.188
H -1.7632 1.7667 1.0034 0.469
H -1.0900 0.7035 1.8354 0.470
O -0.9278 1.5688 1.4459 -0.924

---

(11)
12
Properties=species:S:1:pos:R:3:nbo_charge:R:1 method="wB97M-V/def2-TZVPD" fmax_ev_per_a=1.4 mol_weight_g_mol=60.096 total_charge=0 gap_ev=11.10 homo_ev=-10.1852 smiles="C=C.CO"
C -0.8502 -0.3137 3.5464 -0.386
C -0.1020 0.1301 2.5495 -0.380
H -0.9515 0.1483 4.5235 0.191
H -1.2564 -1.3164 3.5805 0.190
H 0.3892 1.0949 2.5028 0.191
H -0.0422 -0.3691 1.5891 0.193
C 0.1186 0.0539 -3.1014 -0.259
O 1.4815 -0.1880 -2.7126 -0.718
H -0.2486 1.0433 -2.8291 0.169
H -0.0108 -0.2270 -4.1424 0.169
H -0.4884 -0.6452 -2.5149 0.179
H 1.9608 0.5889 -2.9914 0.460

---

(12)
12
Properties=species:S:1:pos:R:3:nbo_charge:R:1 method="wB97M-V/def2-TZVPD" fmax_ev_per_a=0.8 mol_weight_g_mol=60.096 total_charge=0 gap_ev=10.67 homo_ev=-9.7227 smiles="CC(C)=O.[H][H]"
C -0.8568 -0.6936 0.4206 -0.725
C 0.2666 0.2360 0.0290 0.599
C 1.6379 -0.1260 0.5023 -0.716
O 0.1102 1.2955 -0.5441 -0.544
H -1.8134 -0.3199 0.0578 0.241
H -0.6790 -1.7045 0.0354 0.231
H -0.8874 -0.7590 1.5158 0.233
H -2.1176 1.2297 -2.1865 -0.053
H 1.8622 -1.1725 0.2898 0.222
H 2.3656 0.5447 0.0429 0.239
H 1.6516 0.0161 1.5878 0.234
H -1.5398 1.4536 -1.7508 0.038

---

(13)
12
Properties=species:S:1:pos:R:3:nbo_charge:R:1 method="wB97M-V/def2-TZVPD" fmax_ev_per_a=1.5 mol_weight_g_mol=60.096 total_charge=0 gap_ev=10.06 homo_ev=-9.0468 smiles="C=CC.O"
C -1.5515 -0.1067 0.0732 -0.644
C -0.2903 0.2259 -0.6761 -0.311
C 0.7211 0.9161 -0.1361 -0.308
O 1.9364 -0.9810 0.3119 -0.939
H -1.3816 -0.1825 1.1541 0.208
H -2.0329 -1.0343 -0.2542 0.215
H -2.2630 0.7090 -0.0942 0.221
H 1.0417 -0.9951 -0.1105 0.487
H -0.2709 0.0387 -1.7486 0.207
H 0.7385 1.1829 0.9212 0.188
H 1.5912 1.2342 -0.7009 0.214
H 1.7613 -1.0072 1.2601 0.462

---

(14)
13
Properties=species:S:1:pos:R:3:nbo_charge:R:1 method="wB97M-V/def2-TZVPD" fmax_ev_per_a=3.0 mol_weight_g_mol=76.095 total_charge=0 gap_ev=9.15 homo_ev=-8.4852 smiles="C=C(C)O.O"
C 0.9841 -1.1452 0.7822 -0.589
C 0.8220 0.1816 0.6078 0.364
O -0.0897 0.6231 -0.3082 -0.706
C 1.6682 1.3315 1.0337 -0.673
H 2.0354 -1.4622 0.8451 0.208
H 0.2724 -1.9171 0.4973 0.199
H -0.3241 -0.0418 -0.9551 0.497
H 2.3903 1.0474 1.7992 0.229
H 0.7962 1.9601 1.4077 0.237
H 2.0294 1.9084 0.1953 0.232
H -2.8892 -1.2891 -0.8241 0.498
H -2.6747 -1.1466 -2.4984 0.493
O -2.7674 -0.7790 -1.6302 -0.988

---

(15)
13
Properties=species:S:1:pos:R:3:nbo_charge:R:1 method="wB97M-V/def2-TZVPD" fmax_ev_per_a=1.1 mol_weight_g_mol=76.095 total_charge=0 gap_ev=9.85 homo_ev=-8.9202 smiles="C=COC.O"
C 1.7749 0.6091 0.5938 -0.248
O 0.5198 0.1143 1.0039 -0.526
C -0.0946 -0.8013 0.1962 0.043
C -1.4225 -0.8265 0.1137 -0.419
O -1.4738 0.5841 -1.9050 -0.939
H 2.1539 1.2076 1.4264 0.199
H 2.4866 -0.1999 0.3818 0.172
H 1.6941 1.2524 -0.2943 0.171
H -0.6849 0.2188 -1.4638 0.475
H 0.5286 -1.5690 -0.2666 0.179
H -1.9539 -1.5436 -0.4988 0.223
H -2.0153 -0.0713 0.6209 0.207
H -1.7120 1.3338 -1.3468 0.463

---

(16)
13
Properties=species:S:1:pos:R:3:nbo_charge:R:1 method="wB97M-V/def2-TZVPD" fmax_ev_per_a=5.6 mol_weight_g_mol=76.095 total_charge=0 gap_ev=7.72 homo_ev=-8.7414
C 0.7431 -0.0456 -1.7644 -0.518
C 0.2312 -0.1433 -0.5075 0.235
O -1.0701 0.2633 -0.2909 -0.689
C 0.8592 -0.8166 0.5922 -0.509
H 1.5894 -0.6802 -2.0352 0.214
H 0.3377 0.6605 -2.4661 0.204
H -1.2900 0.2713 -1.2259 0.497
H 0.6858 -2.5492 -0.0540 0.068
H 1.8817 -1.1880 0.4316 0.254
H 0.1524 -1.2853 1.2752 0.253
H -1.1641 2.2393 2.7262 0.470
H -1.2228 1.3430 1.3213 0.495
O -1.7335 1.9309 1.9975 -0.976

---

(17)
13
Properties=species:S:1:pos:R:3:nbo_charge:R:1 method="wB97M-V/def2-TZVPD" fmax_ev_per_a=1.5 mol_weight_g_mol=76.095 total_charge=0 gap_ev=9.56 homo_ev=-8.8170 smiles="C=C(C)O.O"
C -1.8746 -0.4150 0.2839 -0.573
C -0.6075 -0.0719 0.5479 0.352
O -0.1629 1.2186 0.5451 -0.687
C 0.5252 -1.0622 0.7163 -0.673
H -1.9943 -1.4384 -0.0475 0.208
H -2.7047 0.2782 0.3215 0.205
H -0.8288 1.8379 0.2331 0.487
H 0.5046 -1.7411 -0.1335 0.232
H 1.4478 -0.4860 0.6706 0.212
H 0.4722 -1.4632 1.7262 0.235
H 2.1758 0.9578 -0.9398 0.477
H 1.2250 0.9353 -2.2348 0.475
O 1.8223 1.4499 -1.6888 -0.950

---

Listing energy above the lowest of the compared OMol25 structures with the same formula, charge and spin for the structures above in their given order: 2.608 1.245 2.333 3.384 1.811 3.689 3.509 1.586 1.338 1.263 1.600 0.946 1.487 2.005 2.174 5.199 1.410 eV.
Listing electronic energy for the structures above in their given order: -17603.8243 -17605.1870 -17604.0992 -14015.3875 -14016.9597 -24850.7519 -24850.9323 -15557.0743 -5286.8124 -5286.8873 -5286.5501 -5287.2047 -5286.6634 -7334.0452 -7333.8766 -7330.8517 -7334.6401 eV.